C22H24KN4O3S | ωB97M-V/def2-TZVPD

Each line ends with the Löwdin charge.
Positions of all 55 atoms, in Å:
K: 2.19 0.40 0.19  0.903
S: -0.06 0.18 5.20  1.028
O: -0.16 -0.16 -0.24  -0.116
O: 1.65 -1.55 -1.49  0.045
O: 0.68 -2.92 -2.99  0.067
N: -0.67 -1.42 -2.01  0.065
N: 4.49 -0.76 4.11  0.165
N: 3.72 -0.76 2.02  0.059
N: 1.05 0.03 2.86  -0.006
C: -5.97 3.01 -1.65  -0.052
C: -1.54 -1.98 -3.03  -0.118
C: -0.65 -3.07 -3.59  -0.081
C: -3.70 2.38 -2.46  -0.296
C: 5.57 -1.10 3.29  -0.184
C: 2.05 -0.23 3.79  -0.303
C: -2.47 1.71 -2.45  0.072
C: -4.09 3.25 -3.69  -0.044
C: 6.90 -1.34 3.56  -0.014
C: 0.67 -1.92 -2.09  -0.443
C: -0.12 0.24 3.44  -0.404
C: 7.24 -1.60 1.14  -0.079
C: -1.09 -0.66 -0.92  -0.394
C: 3.39 -0.56 3.31  -0.249
C: -2.98 0.50 0.34  -0.123
C: 7.75 -1.59 2.45  -0.073
C: -4.67 2.23 -1.49  -0.258
C: -2.47 -0.30 -0.73  -0.087
C: 5.05 -1.10 1.98  -0.237
C: -4.59 1.40 -0.26  -0.052
C: 5.89 -1.36 0.88  -0.008
C: 1.63 -0.15 5.12  -0.334
H: -1.81 -1.25 -3.81  0.128
H: 2.27 -0.28 5.98  0.075
H: 8.81 -1.77 2.61  0.107
H: 7.26 -1.33 4.59  0.114
H: -3.23 3.20 -4.34  0.061
H: -2.27 1.37 0.44  0.098
H: -0.53 -2.98 -4.68  0.137
H: -1.04 0.44 2.90  0.068
H: -1.54 2.05 -1.92  0.102
H: -6.60 2.79 -0.80  0.071
H: -5.35 0.59 -0.15  0.106
H: -2.18 1.12 -3.33  0.077
H: -2.47 -2.37 -2.61  0.128
H: -5.82 4.09 -1.64  0.089
H: -4.27 4.31 -3.50  0.089
H: 5.45 -1.37 -0.12  0.113
H: -6.55 2.76 -2.54  0.087
H: -1.06 -4.06 -3.30  0.137
H: -4.92 2.87 -4.30  0.085
H: -3.24 0.09 1.46  0.149
H: -4.73 2.05 0.63  0.102
H: 4.50 -0.66 5.12  0.166
H: 7.92 -1.81 0.31  0.107
H: -3.28 -0.62 -1.58  0.156

Orbital gap (alpha / beta): 6.646 / 7.764 eV
LUMO (alpha / beta): -3.88 / -2.79 eV
Highest occupied orbital energy (alpha / beta): -10.53 / -10.55 eV
Net charge: +1
Energy relative to the best compared isomer or geometry (same formula, charge and spin): 0.0 kcal/mol

C32H61F3IN2O12S | ωB97M-V/def2-TZVPD

Each line ends with the Löwdin charge.
Positions of all 112 atoms, in Å:
I: 3.21 0.77 -2.16  0.967
S: 7.11 2.47 2.73  0.911
F: 6.03 4.99 3.49  0.015
F: 6.82 3.63 5.28  0.048
F: 8.41 4.63 3.76  0.022
O: 5.67 -3.15 -0.93  -0.208
O: 6.72 1.24 3.64  -0.337
O: 3.26 -6.69 -6.10  -0.208
O: 1.67 -5.99 -1.23  -0.210
O: 8.56 2.22 2.17  -0.315
O: -1.24 -6.31 -0.83  -0.194
O: 5.49 -4.25 -3.67  -0.196
O: -11.74 3.74 7.04  -0.196
O: -9.42 3.22 5.29  -0.203
O: -4.07 5.06 1.49  -0.222
O: 3.06 -7.90 -8.79  -0.195
O: -6.91 4.96 2.31  -0.197
N: 5.33 1.37 0.43  0.057
N: 4.42 3.37 -0.50  -0.126
C: 1.68 7.03 1.74  -0.012
C: -6.04 6.07 2.54  -0.189
C: -12.58 3.40 5.94  -0.109
C: 5.32 3.88 0.60  0.088
C: 1.65 -5.05 -0.16  -0.109
C: 0.17 4.66 1.30  0.001
C: -0.78 6.62 3.20  -0.101
C: -9.39 3.17 6.72  -0.191
C: 7.05 3.97 3.85  -0.275
C: -0.40 -7.28 -1.44  -0.188
C: -4.38 4.08 0.50  -0.108
C: 1.03 -7.22 -0.88  -0.188
C: -4.97 6.18 1.45  -0.194
C: 3.72 4.50 -1.22  -0.141
C: 2.64 5.14 -0.11  -0.156
C: 5.94 2.51 1.28  -0.141
C: 5.85 -2.38 -2.13  -0.209
C: 1.32 4.18 0.21  -0.019
C: 4.38 1.87 -0.67  -0.496
C: 2.00 -7.87 -7.83  -0.191
C: 4.32 -5.89 -6.61  -0.110
C: 4.69 -5.30 -3.13  -0.096
C: -6.58 3.83 3.11  -0.105
C: -10.75 2.75 7.29  -0.194
C: 5.01 -2.96 -3.28  -0.202
C: -9.56 4.55 4.80  -0.113
C: 0.34 6.10 2.10  -0.145
C: 2.10 -6.64 -6.93  -0.194
C: -1.42 -5.16 -1.64  -0.113
C: 6.75 -4.05 -0.70  -0.100
C: 2.84 6.58 0.66  -0.032
C: 4.11 -8.78 -8.41  -0.109
H: 1.98 -8.79 -7.24  0.125
H: 3.78 7.27 0.46  0.095
H: -0.82 -8.27 -1.21  0.125
H: -13.12 4.30 5.63  0.091
H: -5.42 6.28 0.46  0.127
H: -0.49 -4.80 -2.07  0.079
H: -6.93 4.00 4.13  0.067
H: -3.85 3.16 0.76  0.086
H: -4.37 7.08 1.63  0.119
H: 3.18 4.17 -2.21  0.130
H: 4.12 -4.83 -6.39  0.083
H: 4.39 -8.67 -7.35  0.082
H: 7.61 -3.49 -0.32  0.086
H: -8.61 5.07 4.88  0.071
H: 4.46 -6.02 -7.69  0.087
H: 6.90 -2.32 -2.40  0.129
H: -5.50 3.63 3.12  0.083
H: -0.74 3.92 1.45  0.095
H: 6.44 -4.77 0.05  0.095
H: -8.64 2.42 7.00  0.122
H: 5.25 -6.18 -6.10  0.091
H: 3.95 -2.99 -3.03  0.119
H: -9.85 4.50 3.75  0.098
H: -10.65 2.66 8.38  0.123
H: 1.75 8.05 2.31  0.097
H: 5.24 -6.24 -3.23  0.101
H: 3.80 -9.81 -8.59  0.086
H: 1.23 -6.62 -6.26  0.120
H: -11.05 1.77 6.90  0.125
H: 2.42 -5.32 0.58  0.088
H: 1.06 -7.82 -8.39  0.123
H: -2.13 -5.39 -2.44  0.086
H: -5.58 6.00 3.54  0.125
H: 1.62 -8.02 -1.34  0.125
H: -6.66 6.97 2.52  0.126
H: 5.13 -2.31 -4.16  0.122
H: 4.55 5.33 -1.42  0.150
H: 1.90 -4.06 -0.56  0.081
H: -0.40 -7.17 -2.53  0.123
H: -10.33 5.11 5.34  0.087
H: 2.08 -5.71 -7.52  0.125
H: 1.22 3.14 -0.35  0.072
H: -4.03 4.43 -0.47  0.086
H: -12.00 3.03 5.08  0.083
H: -9.06 4.13 7.14  0.125
H: 0.67 -5.00 0.33  0.085
H: -1.84 -4.36 -1.02  0.089
H: 7.04 -4.59 -1.61  0.089
H: 4.99 -8.57 -9.02  0.091
H: 5.58 4.98 0.95  0.163
H: -7.09 2.96 2.70  0.100
H: -0.88 7.80 3.24  0.090
H: -13.30 2.64 6.24  0.087
H: 5.53 0.34 0.56  0.174
H: -1.86 6.21 2.94  0.080
H: -0.42 6.28 4.26  0.090
H: -5.45 3.87 0.46  0.088
H: 4.46 -5.14 -2.07  0.078
H: 5.49 -1.37 -1.92  0.049
H: 3.76 -5.39 -3.70  0.083
H: 1.04 -7.37 0.20  0.127

Orbital gap: 4.987 eV
LUMO: -5.27 eV
Highest occupied orbital energy: -10.25 eV
Net charge: +1

C33H46BrCuN3P2Se | ωB97M-V/def2-TZVPD

Each line ends with the Mulliken spin population.
Positions of all 87 atoms, in Å:
Br: -4.74 -0.49 0.31  0.003
Se: -0.33 -2.41 2.37  0.082
Cu: -1.69 -1.34 0.57  0.161
P: 0.99 -0.76 -0.28  0.228
P: -1.93 -1.97 -1.81  0.076
N: 3.99 5.08 -3.71  0.000
N: 1.36 -1.15 4.26  0.006
N: -0.62 -0.24 4.34  0.008
C: 2.00 0.44 0.71  0.111
C: 2.88 4.83 -1.61  0.000
C: -4.45 -3.27 -2.09  0.016
C: 0.14 -1.13 3.62  0.001
C: -0.77 -2.79 -2.97  0.005
C: -2.24 0.61 1.06  -0.013
C: 1.78 4.21 -2.26  0.001
C: -3.63 2.33 0.09  0.005
C: -1.18 2.62 0.12  0.017
C: -3.19 -3.19 -1.25  0.023
C: -0.09 3.25 -0.59  0.007
C: -0.40 0.89 6.57  -0.001
C: -2.03 0.02 4.15  -0.002
C: 0.10 0.26 5.44  0.003
C: 3.00 4.46 -4.34  0.000
C: 1.94 -2.38 -0.17  0.081
C: -2.48 3.10 -0.17  -0.006
C: 2.61 0.54 -2.37  0.021
C: 1.35 -0.35 5.41  0.003
C: -1.11 1.45 0.92  0.050
C: 2.19 -0.34 6.52  -0.001
C: 3.51 0.29 0.80  0.027
C: 1.86 3.98 -3.65  0.000
C: 3.22 -2.56 -0.98  0.015
C: -1.36 -3.96 -3.76  0.005
C: -2.72 -0.57 -2.68  0.011
C: -3.44 0.98 0.48  0.001
C: 0.42 0.91 7.70  0.003
C: 3.97 5.26 -2.39  0.000
C: -3.05 -0.82 -4.16  0.010
C: 1.70 0.31 7.67  0.002
C: 1.29 -0.09 -2.01  0.094
C: 0.72 3.67 -1.42  0.003
H: -2.69 -4.16 -1.17  -0.001
H: 1.21 -3.17 -0.44  0.005
H: 0.07 1.40 8.62  0.000
H: -4.99 -2.31 -2.13  -0.001
H: 2.61 0.79 -3.43  0.001
H: 4.81 5.78 -1.92  0.000
H: -3.50 0.09 -4.59  0.000
H: 3.81 -0.69 1.19  0.000
H: -2.23 -0.25 1.77  -0.005
H: -0.20 1.09 1.39  -0.044
H: -1.39 1.34 6.54  0.000
H: -0.38 -2.04 -3.68  -0.002
H: 3.06 -2.43 -2.07  -0.001
H: 0.09 -3.14 -2.37  0.000
H: -3.45 -2.89 -0.22  0.014
H: -2.15 -3.64 -4.46  -0.001
H: -4.24 -3.64 -3.11  0.000
H: 3.09 4.35 -5.43  0.000
H: -2.58 4.07 -0.67  0.000
H: 3.89 1.05 1.49  0.002
H: 2.91 4.95 -0.53  0.000
H: 2.31 0.34 8.58  0.000
H: -2.50 -0.82 3.62  0.001
H: -3.79 -1.63 -4.29  -0.001
H: 3.46 -0.12 -2.21  -0.001
H: -3.63 -0.28 -2.12  -0.002
H: 1.07 -0.92 -2.70  -0.011
H: 3.17 -0.82 6.46  0.000
H: -5.13 -4.00 -1.62  0.002
H: -2.50 0.12 5.13  0.000
H: 1.59 0.38 1.73  -0.006
H: 3.58 -3.59 -0.83  0.003
H: -4.61 2.81 0.01  0.000
H: 4.02 0.46 -0.16  0.000
H: -1.74 -4.75 -3.11  0.000
H: 0.48 0.64 -2.14  0.006
H: -2.03 0.28 -2.58  0.000
H: 4.03 -1.89 -0.64  0.000
H: -2.15 -1.04 -4.75  0.000
H: -0.57 -4.41 -4.37  0.000
H: -2.17 0.96 3.59  0.001
H: 2.14 -2.52 0.91  -0.002
H: 2.12 -1.78 4.01  -0.001
H: 2.78 1.48 -1.83  0.000
H: 1.10 3.44 -4.21  0.000
H: 1.72 1.44 0.32  -0.014

Orbital gap (alpha / beta): 8.276 / 5.053 eV
LUMO (alpha / beta): -5.19 / -8.31 eV
Multiplicity: 2
Highest occupied orbital energy (alpha / beta): -13.47 / -13.37 eV
Net charge: +2
⟨S²⟩: 0.76

C42H71BBiN5O4P2S | ωB97M-V/def2-TZVPD

Each line ends with the Löwdin charge.
Positions of all 127 atoms, in Å:
Bi: 0.62 0.57 0.64  1.449
S: -1.62 0.99 -0.57  0.482
P: -1.09 0.25 3.65  1.108
P: 0.38 -2.20 -2.37  1.165
O: 2.94 0.57 -1.50  -0.259
O: 2.84 1.76 3.53  -0.105
O: 1.79 2.50 -1.00  -0.170
O: 4.88 2.70 3.72  -0.077
N: -0.19 -2.15 2.43  -0.040
N: 3.16 -0.71 1.03  -0.056
N: -0.31 -2.93 0.28  -0.015
N: -2.76 3.34 -1.27  -0.170
N: -0.45 3.40 -1.40  0.088
C: -0.49 -4.00 1.15  -0.181
C: -0.39 -3.52 2.47  -0.192
C: -1.08 -0.25 6.59  -0.103
C: 1.52 4.65 -1.95  -0.161
C: 0.02 -2.14 -5.13  -0.107
C: -0.26 -1.42 3.69  -0.305
C: 2.94 4.82 -1.89  -0.063
C: -3.57 1.08 2.89  -0.124
C: -0.49 -4.40 3.54  -0.024
C: 4.19 -0.21 1.95  -0.259
C: -3.03 -1.27 2.33  -0.099
C: 4.42 1.31 1.84  -0.120
C: 0.81 5.76 -2.49  -0.061
C: -1.97 -1.70 -3.68  -0.113
C: 0.88 3.49 -1.50  -0.337
C: -1.20 -4.03 -4.07  -0.101
C: -0.71 -5.75 3.29  -0.122
C: -0.73 -5.35 0.91  -0.028
C: 2.84 7.02 -2.92  -0.178
C: -0.72 0.71 5.46  -0.700
C: -1.47 2.72 -1.10  -0.661
C: -0.84 -6.22 1.99  -0.124
C: -0.72 -2.59 -3.87  -0.689
C: -2.81 4.50 -2.14  -0.250
C: -2.45 4.24 -3.60  -0.089
C: 3.81 1.17 -2.45  -0.088
C: 1.97 -3.21 -2.51  -0.689
C: -0.59 -3.17 -1.13  -0.304
C: -1.40 2.07 5.70  -0.119
C: -2.92 -0.21 3.43  -0.693
C: 0.97 1.08 -2.78  -0.096
C: 0.81 0.95 5.52  -0.122
C: 2.49 -3.34 -1.07  -0.094
C: -4.52 1.80 -2.23  -0.102
C: 1.64 1.16 -1.43  -0.652
C: 2.97 -2.34 -3.28  -0.101
C: 3.56 5.96 -2.36  -0.149
C: 1.90 -4.60 -3.13  -0.099
C: -4.01 2.64 -1.06  -0.310
C: -3.71 -0.70 4.64  -0.104
C: 1.45 6.89 -2.96  -0.155
C: 4.01 2.03 3.14  -0.729
B: -0.06 -1.72 1.04  -0.615
H: -3.12 1.37 1.94  0.035
H: -4.77 3.39 -0.81  0.103
H: 1.14 -5.23 -2.66  0.071
H: 3.53 -3.69 -1.09  0.091
H: -1.01 -7.27 1.81  0.087
H: -1.65 -4.45 -3.16  0.067
H: -3.81 0.07 5.40  0.060
H: 2.67 -2.20 -4.32  0.064
H: 1.20 1.46 4.64  0.042
H: -0.40 -4.70 -4.40  0.055
H: 3.09 -1.72 1.12  0.052
H: 3.59 0.81 -3.47  0.079
H: 3.81 1.71 1.03  0.094
H: 1.68 -4.55 -4.20  0.059
H: 1.91 -4.05 -0.48  0.079
H: -2.13 -0.22 6.87  0.055
H: -2.49 1.99 5.65  0.053
H: 4.64 6.04 -2.28  0.083
H: 3.96 -2.82 -3.28  0.084
H: 1.35 0.00 5.65  0.073
H: -3.75 1.07 -2.53  0.041
H: -1.98 -4.04 -4.84  0.081
H: -3.90 2.00 -0.19  0.049
H: 0.85 7.69 -3.38  0.079
H: 1.31 1.92 -3.40  0.097
H: 3.40 -0.49 0.07  0.036
H: -2.42 -1.49 -4.65  0.080
H: -0.50 0.04 7.48  0.078
H: -0.27 5.70 -2.56  0.062
H: -2.53 5.17 -4.18  0.065
H: -3.47 1.91 3.58  0.063
H: -2.73 -2.20 -3.07  0.073
H: -2.66 -2.24 2.67  0.079
H: 3.86 -0.43 2.97  0.102
H: 5.46 1.53 1.62  0.093
H: -3.83 4.90 -2.08  0.104
H: -1.07 2.79 4.95  0.086
H: -0.38 -4.05 4.56  0.099
H: 2.86 -5.10 -3.02  0.081
H: -0.43 -4.23 -1.33  0.057
H: -5.42 1.25 -1.94  0.061
H: -0.83 -5.74 -0.09  0.094
H: 5.14 -0.74 1.79  0.095
H: 1.24 0.14 -3.25  0.016
H: -1.42 3.88 -3.67  0.061
H: -1.64 -2.96 -1.33  0.094
H: -0.82 -2.04 4.39  0.062
H: 4.82 0.86 -2.18  0.091
H: 3.33 7.91 -3.29  0.061
H: -1.13 2.45 6.69  0.079
H: -4.76 2.42 -3.09  0.050
H: -0.81 -1.29 6.37  0.063
H: 0.40 -1.13 -5.04  0.075
H: 3.06 -1.36 -2.82  0.052
H: -3.11 3.50 -4.05  0.048
H: -0.67 -2.16 -5.98  0.079
H: -0.11 1.14 -2.71  0.026
H: -2.50 -0.98 1.43  0.037
H: 0.85 -2.80 -5.37  0.058
H: -3.27 -1.59 5.09  0.073
H: -4.72 -0.96 4.31  0.077
H: -0.79 -6.44 4.13  0.088
H: -4.65 0.91 2.72  0.081
H: 0.74 -1.27 4.10  0.094
H: -2.14 5.26 -1.74  0.093
H: 3.75 2.25 -2.43  0.073
H: -1.74 -0.75 -3.19  0.040
H: 1.03 1.57 6.40  0.085
H: 3.53 4.06 -1.41  0.084
H: -4.09 -1.39 2.07  0.088
H: 2.47 -2.38 -0.56  0.044

Orbital gap: 3.313 eV
LUMO: 3.67 eV
Highest occupied orbital energy: 0.35 eV
Net charge: -2
Energy relative to the best compared isomer or geometry (same formula, charge and spin): 31.6 kcal/mol

C3H6O2 | ωB97M-V/def2-TZVPD

Each line ends with the Löwdin charge.
Positions of all 11 atoms, in Å:
O: -1.30 0.24 -0.52  -0.059
O: 1.20 0.90 -1.05  -0.055
C: 1.11 -0.32 -0.36  -0.222
C: -0.32 -0.59 0.10  -0.267
C: -1.08 0.39 0.88  -0.101
H: 1.44 -1.16 -0.99  0.116
H: 1.78 -0.27 0.50  0.124
H: 0.31 1.08 -1.40  0.084
H: -1.91 0.04 1.50  0.113
H: -0.61 -1.64 0.16  0.143
H: -0.61 1.32 1.19  0.123

SMILES: OC[C@H]1CO1
Orbital gap: 11.336 eV
LUMO: 1.06 eV
Highest occupied orbital energy: -10.27 eV
Net charge: 0
Energy relative to the best compared isomer or geometry (same formula, charge and spin): 47.1 kcal/mol

C4H10NO | ωB97M-V/def2-TZVPD

Each line ends with the Löwdin charge.
Positions of all 16 atoms, in Å:
O: 0.41 -1.96 2.10  -0.359
N: -0.43 -1.44 -0.41  -0.005
C: 0.31 -0.67 1.81  -0.517
C: -0.16 1.16 -1.72  -0.139
C: -0.09 1.02 -0.17  -0.248
C: 0.36 -0.40 0.20  -0.434
H: -0.67 -0.17 2.10  0.075
H: -1.02 1.29 0.34  0.087
H: -1.42 -1.33 -0.22  0.063
H: 1.14 -0.05 2.24  0.071
H: -0.58 2.11 -2.09  0.047
H: -0.67 0.33 -2.18  0.043
H: 0.70 1.71 0.13  0.092
H: 1.39 -0.48 -0.17  0.119
H: 0.88 1.14 -2.07  0.058
H: -0.14 -2.27 0.11  0.044

SMILES: CC[C@H](N)C[O-]
Orbital gap: 6.526 eV
LUMO: 4.11 eV
Highest occupied orbital energy: -2.41 eV
Net charge: -1
Energy relative to the best compared isomer or geometry (same formula, charge and spin): 4.3 kcal/mol

Computed values of E (unit: eV) for the preceding records, in sequence: -62458.8366, -88780.6953, -238027.7298, -96276.9868, -7301.6360, -7847.3487.